No. 1
Computed, not measured: 2 unconnected molecules or ions with the total composition C15H22BCl3O3Si at a distorted geometry, with ωB97M-V with the def2-TZVPD basis set.

Geometry as XYZ:
```
45
Properties=species:S:1:pos:R:3:forces:R:3
Cl 2.9665 -1.5687 2.8398 -0.3 0.4 0.0
B 2.0705 0.0375 2.8624 1.7 0.5 -0.2
Cl 2.4554 1.0385 4.4056 -0.3 -0.3 -0.5
Cl 2.4502 1.0664 1.3147 -0.3 -0.3 0.6
O 0.6143 -0.2788 2.8505 -2.1 1.3 0.0
C -0.2856 0.6314 2.8506 1.2 -1.5 0.2
C -1.6650 0.2578 2.8742 -0.8 -0.3 0.0
C -2.6369 1.2819 2.8929 0.4 -0.4 0.0
C -3.9866 0.9595 2.9027 -0.3 -0.1 0.0
C -4.3940 -0.3828 2.9018 0.6 0.3 0.0
C -3.4300 -1.4024 2.8956 0.0 0.0 0.0
C -2.0750 -1.1017 2.8850 0.0 0.5 0.0
H 0.0025 1.6891 2.8632 0.1 -0.2 -0.1
H -2.2789 2.3107 2.8985 -0.3 -0.1 0.0
H -4.7354 1.7515 2.9091 0.2 -0.2 0.0
H -5.4557 -0.6346 2.9056 0.3 0.1 0.0
H -3.7419 -2.4463 2.8972 0.1 0.3 0.0
H -1.3201 -1.8865 2.8855 -0.2 0.2 0.0
C 0.8030 -0.3401 -1.9809 0.7 -0.7 0.8
C -0.2838 0.2666 -2.7382 1.2 3.5 -2.4
C -0.0760 1.4036 -3.5212 -0.6 -3.5 3.0
O 1.0200 2.1083 -3.6085 0.8 1.5 -0.6
Si 1.1430 3.8384 -3.7789 0.0 -1.3 0.4
C 2.5134 4.2768 -2.5892 0.1 0.2 0.0
C 1.5961 4.2246 -5.5403 0.1 0.2 -0.2
C -0.4832 4.5785 -3.2618 -0.2 0.4 0.0
O -1.1606 1.8388 -4.1467 -2.1 0.5 -1.1
C -2.2774 0.9207 -3.8206 0.8 0.5 -0.2
C -1.6936 -0.0985 -2.8567 -1.0 -1.2 0.5
H 0.4483 -1.2190 -1.4293 0.2 0.1 0.0
H 1.6143 -0.6631 -2.6500 -0.1 0.0 0.3
H 1.2369 0.3556 -1.2467 0.0 -0.2 -0.1
H 2.6389 5.3699 -2.5736 0.0 -0.2 0.0
H 2.3025 3.9471 -1.5618 -0.1 0.1 -0.3
H 3.4755 3.8337 -2.8831 -0.3 0.1 0.0
H 1.6977 5.3139 -5.6626 0.0 -0.2 0.0
H 2.5506 3.7682 -5.8352 -0.2 0.1 0.2
H 0.8307 3.8815 -6.2478 0.1 0.0 0.2
H -0.3877 5.6738 -3.2278 0.0 -0.2 0.1
H -1.3036 4.3372 -3.9491 0.3 0.0 0.1
H -0.7755 4.2404 -2.2590 0.1 0.0 -0.2
H -3.0833 1.4984 -3.3590 0.2 0.1 -0.3
H -2.6055 0.4424 -4.7476 0.0 0.4 0.1
H -1.8407 -1.1172 -3.2458 -0.1 0.0 0.1
H -2.2203 -0.0640 -1.8887 0.1 -0.1 -0.1
```
Forces are in eV/Å.

As for the HOMO-LUMO gap: 4.64 eV. The largest force on an atom is 0.08983 Eh/bohr. The charge is 0.


No. 2
Computed, not measured: a single C10H19NO molecule, with ωB97M-V with the def2-TZVPD basis set.

Geometry as XYZ:
```
31
Properties=species:S:1:pos:R:3:forces:R:3
C -0.5452 2.2566 -2.6347 0.0 -0.2 0.2
C -0.3672 1.1689 -1.5830 0.1 0.0 -0.2
C 0.4387 -0.0105 -2.1494 -0.2 0.1 0.1
N 0.7673 -1.0910 -1.2490 -0.1 -0.2 0.0
C 2.0096 -1.0155 -0.5196 0.0 0.2 0.1
C 2.1581 0.0886 0.5393 0.1 -0.2 0.0
C 3.4527 -0.0841 1.3236 -0.2 0.1 -0.1
H 3.5652 0.7120 2.0560 0.1 0.0 0.1
H 3.4571 -1.0366 1.8495 0.1 -0.1 0.1
H 4.3108 -0.0591 0.6548 0.2 0.0 0.0
H 2.1638 1.0643 0.0504 -0.1 0.1 0.0
H 1.3064 0.0518 1.2201 0.0 0.1 -0.1
H 2.8120 -0.9005 -1.2582 0.1 -0.1 0.1
H 2.1515 -1.9849 -0.0299 0.1 0.0 0.0
C -0.3436 -1.7322 -0.5852 0.3 -0.2 -0.4
C -0.9423 -1.0197 0.5400 -0.1 0.2 0.5
C -1.3778 -0.4312 1.4914 -0.1 -0.2 -0.3
C -2.0014 0.3087 2.5781 0.0 -0.1 0.4
H -2.2628 -0.3933 3.3878 0.1 0.2 -0.1
O -3.1399 1.0408 2.1686 -0.2 0.2 -0.1
H -3.7404 0.4467 1.7055 0.1 0.0 0.0
H -1.2985 1.0501 2.9723 -0.1 -0.2 0.0
H -0.0009 -2.7106 -0.2240 -0.1 0.1 -0.1
H -1.1240 -1.9033 -1.3369 0.1 -0.1 0.1
H -0.1342 -0.4423 -2.9822 0.1 0.1 -0.1
H 1.3805 0.3643 -2.5587 0.0 0.0 -0.1
H -1.3470 0.8171 -1.2561 0.0 0.0 0.1
H 0.1379 1.5827 -0.7103 0.0 0.0 0.1
H 0.4201 2.6483 -2.9493 0.1 0.1 -0.1
H -1.0547 1.8614 -3.5114 -0.1 0.0 -0.1
H -1.1356 3.0781 -2.2359 0.0 0.1 -0.1
```
Forces are in eV/Å.

Its SMILES is CCCN(CC#CCO)CCC. As for the HOMO-LUMO gap: 8.98 eV. The largest force on an atom is 0.01143 Eh/bohr. The charge is 0.


No. 3
Computed, not measured: a molecular structure, C21H22AsF6I2NOSr at a distorted geometry, with ωB97M-V with the def2-TZVPD basis set.

Geometry as XYZ:
```
55
Properties=species:S:1:pos:R:3:forces:R:3
Sr -0.2877 -0.1265 -0.8138 0.0 1.0 0.5
C -2.9594 1.2564 1.7325 0.0 0.0 0.0
C -1.7160 1.7813 1.0559 0.0 0.0 -0.1
C -1.8105 2.3366 -0.2352 0.0 0.0 0.1
C -3.1582 2.4861 -0.8994 0.0 0.0 0.0
C -0.6493 2.7660 -0.8989 0.0 0.0 -0.1
C -0.7411 3.2650 -2.3250 0.0 0.0 0.1
C 0.6009 2.6930 -0.2581 0.0 -0.1 0.1
C 1.8383 3.2205 -0.9463 -0.1 0.0 0.0
C 0.6935 2.1379 1.0309 0.0 0.0 -0.2
C 2.0409 1.9827 1.6936 -0.1 0.0 0.0
C -0.4680 1.7212 1.7006 -0.1 -0.1 0.0
C -0.3711 1.2639 3.1384 0.0 0.0 -0.1
H -3.4816 2.0591 2.2594 0.0 0.0 0.0
H -2.7245 0.4801 2.4564 0.0 0.0 0.0
H -3.6476 0.8270 1.0089 0.0 0.0 0.0
H -3.3989 1.6168 -1.5184 0.0 0.0 0.0
H -3.1811 3.3660 -1.5378 0.0 0.0 0.0
H -3.9503 2.5993 -0.1649 0.0 0.0 0.0
H -1.5568 2.7838 -2.8604 0.0 0.0 0.0
H 0.1783 3.0704 -2.8734 0.0 0.0 0.0
H -0.9188 4.3431 -2.3504 0.0 0.0 0.0
H 2.3030 2.4512 -1.5705 0.1 0.1 0.0
H 2.5778 3.5549 -0.2244 0.0 0.0 0.0
H 1.5979 4.0705 -1.5798 0.0 0.0 0.0
H 2.3044 2.8833 2.2541 0.0 0.0 0.0
H 2.8219 1.8032 0.9585 0.0 0.0 0.0
H 2.0451 1.1450 2.3871 0.0 0.0 0.0
H -0.1007 0.2072 3.2114 0.0 0.0 0.1
H -1.3086 1.4137 3.6654 0.0 0.0 0.0
H 0.3902 1.8332 3.6669 0.0 0.0 0.0
I 4.3331 -1.2893 -3.1424 -0.2 -0.4 0.4
C 3.4024 -2.3789 -1.6261 0.3 0.5 -0.5
C 3.7438 -3.6897 -1.3682 0.0 0.0 0.0
C 3.1108 -4.3916 -0.3550 0.2 -0.6 0.1
I 3.6834 -6.3810 -0.0417 -0.1 0.5 -0.1
C 2.0904 -3.7857 0.4513 -0.2 0.3 0.1
C 1.4064 -4.4412 1.4893 0.0 0.0 0.0
C 0.4287 -3.7756 2.1851 0.0 0.0 0.0
C 0.1293 -2.4595 1.8355 -0.1 0.1 0.0
N 0.7603 -1.8038 0.8751 0.0 -0.3 0.0
C 1.7255 -2.4486 0.1959 0.1 -0.3 0.1
C 2.3846 -1.6895 -0.8748 0.2 0.1 -0.1
O 2.0594 -0.5095 -1.1206 0.3 -0.3 0.0
H 4.5080 -4.1657 -1.9660 0.0 0.0 0.0
H 1.6468 -5.4681 1.7274 0.0 0.0 0.0
H -0.1191 -4.2584 2.9811 0.0 0.0 0.0
H -0.6636 -1.9254 2.3468 0.0 0.0 0.0
F -2.4968 -1.1235 -0.4863 -0.2 -0.3 -0.4
As -2.5985 -1.8441 -2.1638 0.1 0.3 0.3
F -4.1441 -1.1727 -2.3413 0.0 0.0 0.0
F -3.1295 -3.3136 -1.5081 0.0 0.1 0.0
F -2.4835 -2.4202 -3.7493 0.0 0.0 0.0
F -0.8854 -2.2932 -1.8423 -0.2 -0.1 -0.1
F -1.8549 -0.2632 -2.6645 -0.3 -0.3 -0.1
```
Forces are in eV/Å.

As for the HOMO-LUMO gap (alpha / beta): 7.76 / 6.06 eV. Its multiplicity is 2. The largest force on an atom is 0.02180 Eh/bohr. The charge is +1. Its expectation value of S² is 0.781.


No. 4
Computed, not measured: a single C3H7NO2 molecule, with ωB97M-V with the def2-TZVPD basis set.

Geometry as XYZ:
```
13
Properties=species:S:1:pos:R:3:forces:R:3
C 1.8395 -0.3686 0.5571 0.0 -0.1 0.0
C 0.9471 0.6121 -0.1737 0.2 0.1 0.0
O -0.2189 -0.0700 -0.6536 -0.2 0.0 0.0
C -1.3994 0.2608 -0.0820 -0.1 0.1 0.2
O -1.5513 1.0808 0.7967 0.1 -0.2 -0.3
N -2.4060 -0.4533 -0.6600 -0.1 -0.1 0.0
H 2.1461 -1.1864 -0.1001 0.0 0.1 0.0
H 1.3104 -0.7961 1.4138 0.1 0.1 -0.1
H 2.7389 0.1380 0.9193 -0.1 0.0 0.0
H 0.6364 1.4314 0.4774 0.0 -0.1 -0.1
H 1.4388 1.0244 -1.0600 0.0 -0.1 0.1
H -3.3042 -0.4192 -0.2076 0.1 0.0 0.0
H -2.1775 -1.2538 -1.2273 0.0 0.2 0.1
```
Forces are in eV/Å.

Its SMILES is CCOC(N)=O. As for the HOMO-LUMO gap: 11.33 eV. The largest force on an atom is 0.00716 Eh/bohr. The charge is 0.